No. 1
99
Properties=species:S:1:pos:R:3:mulliken_charge:R:1 method="wB97M-V/def2-TZVPD" relative_energy_ev=12.989 homo_energy_ev=-6.8 orbital_gap_ev=1.14
C 2.46776 -1.80519 2.55455 -0.73
C 2.22996 -2.31303 0.98360 -0.33
C 2.48853 -0.95781 0.05141 -0.30
Cl 4.36333 -0.78976 -0.04672 -0.12
P 1.67595 -1.06566 -1.68798 0.39
C 2.36511 0.40330 -2.70370 -0.15
C 1.65797 1.85752 -2.36245 -0.38
C 1.64692 2.70930 -3.78626 0.35
C 0.07698 2.79346 -4.25893 -0.97
C 2.30072 4.20898 -3.67254 -1.12
C -0.25230 -1.14197 -1.63144 -0.75
C -0.92530 -1.76873 -3.00554 1.09
C -0.88290 -3.44008 -3.03831 -1.01
O -2.24226 -1.21118 -3.34541 -0.49
C -3.27464 -1.55043 -2.35672 -0.38
C -3.68173 -0.15856 -1.55528 0.74
C -4.22148 -0.24110 -0.00080 -0.63
C -4.56017 1.19196 0.74841 -0.18
C -4.35062 2.61268 -0.06010 -0.43
C -3.85271 2.64157 -1.63086 -0.31
C -3.50217 1.24551 -2.42293 -0.82
H 1.76387 -0.89035 2.84248 0.28
H 2.29883 -2.69702 3.32595 0.02
H 3.58564 -1.40478 2.67180 0.26
H 3.07304 -3.07445 0.68563 0.31
H 1.14213 -2.72214 0.82231 0.22
H 2.12936 0.00321 0.63796 0.45
H 2.22815 -2.27529 -2.30901 0.08
H 2.32036 0.11978 -3.84040 0.00
H 3.52271 0.54122 -2.44642 0.34
H 2.28213 2.50334 -1.58026 0.31
H 0.55940 1.64224 -1.96568 0.07
H 2.24009 2.14812 -4.64731 0.23
H -0.34783 1.77701 -4.68373 0.14
H -0.56879 3.09799 -3.33180 0.19
H -0.05393 3.59463 -5.12659 0.37
H 1.78303 4.80133 -2.80530 0.27
H 3.47410 4.18776 -3.51713 0.35
H 2.03980 4.80199 -4.67513 0.27
H -0.52808 -1.84915 -0.72287 0.43
H -0.64334 -0.07538 -1.35014 0.37
H -0.19316 -1.44276 -3.89059 -0.30
H -1.91875 -3.75143 -3.53518 0.47
H -0.02899 -3.80069 -3.75222 0.04
H -0.85084 -3.89086 -1.95905 0.31
H -2.95477 -2.32584 -1.54164 0.29
H -4.24808 -1.97249 -2.88645 0.29
H -4.34982 -1.29447 0.53916 0.31
H -4.91042 1.12955 1.86657 0.08
H -4.58289 3.62798 0.51926 0.56
H -3.69603 3.64710 -2.22652 0.38
H -3.12654 1.27153 -3.55292 0.41
Cl -5.56113 1.21211 4.54664 -0.21
C -4.26093 2.03438 5.44381 -0.44
C -4.09938 3.48592 5.02101 -0.36
Cl -3.46399 3.63708 3.36327 0.09
H -3.33626 1.46708 5.29882 0.28
H -4.52767 1.98433 6.50369 0.40
H -3.38523 3.98774 5.67966 0.29
H -5.04878 4.02815 5.07042 0.38
O -0.09283 2.49815 5.19623 -0.41
P -0.36124 3.25896 6.50513 0.87
O -0.78155 4.70210 6.18206 -0.49
O 0.91747 3.27600 7.35897 -0.44
O -1.48749 2.55926 7.28365 -0.48
Al -1.86113 4.94351 2.53598 0.51
C 2.15042 -1.94148 -5.85588 0.72
O 3.34441 -1.61251 -5.65579 -0.72
O 2.07218 -2.88855 -6.77999 -0.45
O 1.08218 -1.53596 -5.34595 -0.68
H 3.04518 -2.89485 -6.88704 0.32
B -2.46114 6.70280 -1.63871 0.64
F -3.04596 6.02051 -0.49590 -0.41
F -2.92003 8.08201 -1.66671 -0.38
F -1.01170 6.67652 -1.52912 -0.42
F -2.86680 6.03212 -2.86323 -0.44
Be 0.23887 -4.16431 -5.47952 0.63
O 0.45882 -6.75385 -3.85234 -0.47
P -0.66101 -7.54233 -3.15351 0.89
O -0.38908 -9.04930 -3.29059 -0.44
O -2.01086 -7.20308 -3.80715 -0.44
O -0.70349 -7.16263 -1.66417 -0.41
O 4.54537 8.84782 -4.01111 -0.85
V 2.93887 8.14557 -3.89989 1.48
O 1.33238 7.44332 -3.78867 -0.78
Li -6.06113 0.79381 -3.23283 0.91
C 3.32754 -3.62249 7.93444 -1.42
C 3.37405 -4.70139 6.87177 0.50
C 4.69521 -4.79185 6.17015 -0.50
O 4.33511 -5.31850 4.90555 -0.30
C 3.04850 -4.91587 4.67548 0.69
O 2.48030 -5.00564 3.60068 -0.58
O 2.48600 -4.39811 5.80788 -0.30
H 2.32478 -3.56174 8.37094 0.35
H 4.04687 -3.82235 8.73423 0.38
H 3.54047 -2.63670 7.50607 0.35
H 3.07538 -5.66704 7.29740 0.26
H 5.39512 -5.45796 6.68224 0.31
H 5.17603 -3.81924 6.01519 0.31

No. 2
15
Properties=species:S:1:pos:R:3:nbo_charge:R:1 method="wB97M-V/def2-TZVPD" relative_energy_ev=3.084 homo_energy_ev=-6.8 orbital_gap_ev=7.55
C 1.58404 -1.04868 -0.15853 -0.67
C 0.27111 -0.79115 -0.83406 -0.12
C -1.81815 0.39509 -0.94461 -0.41
N -0.57882 0.17596 -0.48636 -0.22
C -0.13304 1.11656 0.55501 -0.32
C -0.29557 0.55180 1.90055 0.26
N -0.39768 0.12300 2.96904 -0.29
H 1.51358 -1.07741 0.93906 0.22
H 2.38182 -0.33244 -0.42461 0.21
H 1.94186 -2.03643 -0.46988 0.24
H -0.08389 -1.44779 -1.61988 0.19
H -2.35234 1.27567 -0.62725 0.19
H -2.23230 -0.30223 -1.65765 0.20
H 0.91750 1.36449 0.38898 0.25
H -0.71813 2.03356 0.47017 0.26

No. 3
55
Properties=species:S:1:pos:R:3:nbo_charge:R:1 method="wB97M-V/def2-TZVPD" homo_energy_ev=-12.6 orbital_gap_ev=10.22 total_charge=+1
C -0.21233 -0.39765 4.28021 -0.65
C -0.07370 0.94811 3.53913 -0.24
N -0.32164 1.08342 2.11733 -0.60
C 0.01664 0.23419 1.14501 0.73
N -0.03014 0.75798 -0.08631 -0.80
N 0.51360 -0.98644 1.34146 -0.81
H -0.59198 -1.22088 3.66825 0.22
H -0.92676 -0.32962 5.09615 0.24
H 0.72092 -0.76288 4.70548 0.23
H -0.71141 1.65843 4.05959 0.22
H 0.95995 1.23753 3.76181 0.20
H -0.32362 2.05498 1.79920 0.45
H -0.56987 1.60194 -0.24831 0.45
H -0.06797 0.14207 -0.88598 0.39
H 0.93600 -1.38426 0.50896 0.45
H 0.53232 -1.26520 2.30393 0.43
H 1.65009 -2.19873 -1.83758 0.52
H 0.68398 -2.95629 -0.75532 0.53
O 0.83251 -2.15154 -1.31557 -1.04
H -0.49703 0.04121 -3.43732 0.52
H 0.11875 1.15798 -4.43545 0.51
O -0.11889 0.93525 -3.53445 -1.00
H -0.23330 -1.54761 -2.47869 0.50
H -0.90035 -2.49716 -3.49756 0.50
O -0.95867 -1.60916 -3.13639 -1.00
H -3.90974 0.43706 -1.48004 0.52
H -2.68290 -0.53320 -1.34899 0.48
O -3.51929 -0.26865 -0.95550 -0.97
H -2.93490 -0.56844 0.67579 0.52
H -2.91904 -0.04070 2.05421 0.49
O -2.37913 -0.61295 1.49010 -0.99
H 0.26688 -4.97409 0.31401 0.50
H -0.52157 -3.75977 1.05095 0.53
O 0.08877 -4.03415 0.34807 -1.00
H 4.12073 -1.62828 -0.86861 0.48
H 3.67715 -3.03790 -0.89796 0.48
O 3.58596 -2.22361 -1.40964 -0.95
H 1.35882 3.71238 -1.89055 0.48
H 1.97290 3.49356 -0.52226 0.50
O 1.29022 4.02289 -0.98290 -0.98
H 1.47419 1.00178 -2.98061 0.50
H 3.01855 0.77270 -3.20476 0.49
O 2.35537 1.14398 -2.61851 -1.00
H -1.44242 4.02965 0.88884 0.50
H 0.08101 3.86438 0.35425 0.52
O -0.74262 3.42414 0.63149 -1.00
H -1.85903 -2.18488 1.97712 0.51
H -2.55137 -3.47487 2.63098 0.49
O -1.71945 -3.06024 2.39638 -1.01
H -1.67239 1.37766 -2.35005 0.47
H -2.14032 2.79160 -2.70172 0.48
O -2.37346 2.01715 -2.18306 -0.96
H 3.92948 2.02774 -0.15729 0.47
H 2.75052 1.71698 -0.92464 0.50
O 2.96997 2.02238 -0.01270 -0.97

No. 4
91
Properties=species:S:1:pos:R:3:mulliken_charge:R:1 method="wB97M-V/def2-TZVPD" relative_energy_ev=0.514 homo_energy_ev="-6.4 / -6.3" orbital_gap_ev="5.02 / 4.92"
Y -0.54550 -0.16721 -0.03148 0.19
C -0.39498 -0.79862 -6.65617 -0.65
C -0.69674 0.57010 -6.65348 -0.71
C -1.04323 1.22384 -5.48239 -0.19
C -1.07366 0.47662 -4.31391 0.42
C -1.37084 0.83398 -2.93025 -0.22
N -1.78471 2.03232 -2.55466 -0.37
C -2.07252 2.37418 -1.30169 -0.63
C -2.75165 3.61014 -0.94321 0.21
C -3.22669 4.66909 -1.70736 -0.09
C -3.85909 5.70550 -1.04333 -0.64
C -4.02572 5.68049 0.35031 -0.89
C -3.56756 4.61861 1.10889 0.23
C -2.91938 3.58417 0.44491 0.14
C -2.33803 2.33470 0.90371 -0.69
N -2.31942 1.94878 2.18063 -0.36
C -2.04063 0.71993 2.56866 0.16
N -1.86230 -0.36904 1.75576 -0.20
C -1.70672 -1.47985 2.53433 -0.07
N -1.56671 -2.73063 2.12533 -0.47
C -1.39574 -3.09258 0.85915 0.04
N -1.22861 -2.28216 -0.22080 0.07
C -1.02436 -3.04432 -1.33117 -0.03
N -0.83057 -2.61593 -2.57264 -0.61
C -0.91978 -1.34541 -2.93900 -0.06
N -1.23287 -0.27821 -2.14639 -0.25
C -0.77924 -0.88908 -4.31701 0.46
C -0.43958 -1.54587 -5.49111 -0.29
C -1.08121 -4.45342 -0.95415 0.12
C -0.96966 -5.62390 -1.68950 -0.06
C -1.09586 -6.82394 -1.00838 -0.66
C -1.32443 -6.85356 0.37293 -0.70
C -1.43715 -5.68361 1.10638 -0.02
C -1.31719 -4.48350 0.42266 0.00
C -1.72794 -1.08360 3.94306 0.27
C -1.51454 -1.80070 5.11028 -0.09
C -1.49708 -1.09358 6.30112 -0.59
C -1.69647 0.29187 6.32418 -0.60
C -1.92227 1.00551 5.15856 -0.09
C -1.93238 0.29878 3.96483 0.37
N -1.83109 1.65913 -0.16512 0.11
H -0.12247 -1.27672 -7.58893 0.41
H -0.66156 1.12150 -7.58496 0.40
H -1.28111 2.28064 -5.46693 0.56
H -3.10165 4.67094 -2.78326 0.55
H -4.24307 6.54741 -1.60763 0.42
H -4.53291 6.50573 0.83573 0.42
H -3.70485 4.58913 2.18345 0.57
H -0.21965 -2.60641 -5.48857 0.57
H -0.78901 -5.59311 -2.75672 0.56
H -1.01677 -7.75774 -1.55083 0.41
H -1.41819 -7.80997 0.87221 0.39
H -1.61060 -5.69703 2.17521 0.56
H -1.34240 -2.86951 5.07276 0.54
H -1.30323 -1.61483 7.22977 0.38
H -1.65296 0.81673 7.27038 0.41
H -2.06490 2.07976 5.17140 0.54
N 3.60355 0.49077 0.21732 -0.23
N 4.14212 0.16674 -1.02736 -0.35
C 3.35013 0.10879 -2.11240 0.26
N 3.97693 -0.25128 -3.25087 -0.41
S 1.69668 0.40637 -2.14326 -0.14
H 4.34362 0.81949 0.81865 0.26
H 3.13623 -0.31265 0.62323 0.16
H 4.99868 -0.36430 -1.05067 0.26
H 4.98100 -0.25679 -3.31907 0.20
H 3.43461 -0.23474 -4.09697 0.22
O 1.85064 -0.14941 5.42438 -0.59
C 1.71202 1.11920 5.10314 0.37
O 1.85556 2.00376 5.91133 -0.64
C 1.35085 1.43692 3.68064 -0.04
C 1.14976 2.71598 3.20060 0.66
Cl 1.45658 4.18451 3.98670 -0.14
N 0.78036 2.63465 1.90091 -0.21
N 0.72402 1.34850 1.51059 1.19
C 1.06871 0.61424 2.56674 -0.80
C 1.20499 -0.88230 2.34679 1.32
O 1.48052 -1.60969 3.29994 -0.86
O 1.08174 -1.24534 1.12993 -0.64
C 0.54180 3.69132 0.95883 0.11
C 1.02368 3.53149 -0.33068 -0.14
C 0.81602 4.52928 -1.26843 -0.64
C 0.14379 5.69194 -0.91460 -0.67
C -0.34153 5.83759 0.37632 -0.88
C -0.15493 4.83660 1.31781 -0.25
H 1.70018 -0.76753 4.64720 0.36
H 1.57460 2.63776 -0.59184 0.46
H 1.18151 4.38583 -2.27863 0.43
H -0.00977 6.47653 -1.64537 0.40
H -0.88936 6.72995 0.65411 0.39
H -0.57713 4.94155 2.30598 0.41

No. 5
152
Properties=species:S:1:pos:R:3:mulliken_spin:R:1 method="wB97M-V/def2-TZVPD" s_squared=3.751 homo_energy_ev="-8.9 / -12.9" orbital_gap_ev="3.54 / 7.47" spin_multiplicity=4 total_charge=+2
Ti -5.88330 -0.11928 1.54972 3.18
C -2.26029 0.46845 -0.92681 0.03
F -1.09818 0.45105 -1.58049 0.00
F -2.72810 1.68861 -0.74512 -0.02
F -3.11946 -0.25886 -1.65637 0.01
S -2.06359 -0.31941 0.78774 0.04
O -1.15561 0.66306 1.38704 -0.05
O -3.43061 -0.41298 1.31217 -0.21
N -1.40026 -1.96555 0.39414 0.01
S 0.10524 -1.76681 0.58734 -0.01
O 0.72543 -0.63592 -0.03997 0.00
O 0.43354 -1.98890 2.02230 0.00
C 0.74250 -3.33245 -0.32174 0.00
F 1.99082 -3.08942 -0.64590 0.00
F 0.65773 -4.37436 0.49398 0.00
F 0.14240 -3.64088 -1.48927 0.00
C 4.90531 -0.55979 0.78887 0.00
C 3.63224 0.28506 1.10219 0.00
C 3.18873 1.31357 0.09277 0.00
C 2.15560 2.25716 0.65653 0.00
P 1.42282 3.52964 -0.43241 0.00
C -0.33686 3.58096 -0.04495 0.00
C -0.64799 3.77414 1.44237 0.01
C -2.15245 3.60701 1.83947 -0.08
C -3.12149 4.67625 1.24726 -0.01
C 2.38936 5.14198 -0.40552 0.00
C 3.76377 5.25165 -1.23430 0.00
C 4.34920 6.69602 -0.96088 0.00
C 5.37385 7.16676 -1.93390 0.00
C 1.32510 3.03038 -2.21394 0.00
C 0.44861 3.94531 -3.09612 0.00
C 0.47533 3.57948 -4.55030 0.00
C -0.35540 4.47566 -5.39753 0.00
H 4.59312 -1.20884 -0.02928 0.00
H 5.03422 -1.21591 1.64968 0.00
H 5.80173 0.03511 0.61382 0.00
H 3.98705 0.89491 1.93302 0.00
H 2.83990 -0.38535 1.43516 0.00
H 2.87213 0.88329 -0.85735 0.00
H 4.03164 1.92954 -0.22055 0.00
H 2.54760 2.72458 1.55983 0.00
H 1.26135 1.70409 0.94380 0.00
H -0.74483 2.63561 -0.40269 0.00
H -0.77887 4.36436 -0.66059 0.00
H -0.37842 4.77626 1.77580 0.00
H -0.01467 3.15936 2.08195 0.00
H -2.08656 3.70371 2.92317 0.00
H -2.56287 2.64092 1.54566 0.09
H -2.91831 4.60593 0.17868 0.00
H -2.91687 5.70165 1.55511 0.00
H -4.16912 4.37773 1.28561 0.01
H 2.43251 5.53329 0.61091 0.00
H 1.72367 5.85166 -0.89674 0.00
H 3.55875 5.27889 -2.30450 0.00
H 4.56078 4.52033 -1.09995 0.00
H 4.78680 6.72820 0.03690 0.00
H 3.61085 7.48797 -0.83535 0.00
H 4.83405 7.62788 -2.76099 0.00
H 6.01868 6.33649 -2.22192 0.00
H 6.03269 7.91280 -1.48957 0.00
H 1.16868 1.95178 -2.22991 0.00
H 2.37200 3.16113 -2.48779 0.00
H 0.89769 4.93571 -3.02164 0.00
H -0.56252 4.00768 -2.69383 0.00
H 0.03681 2.59083 -4.68580 0.00
H 1.49392 3.40525 -4.89702 0.00
H 0.11573 5.44620 -5.55307 0.00
H -1.33646 4.68308 -4.97023 0.00
H -0.46274 4.02779 -6.38545 0.00
C 0.70131 1.85475 4.97839 0.00
C 0.09554 0.77079 5.87906 0.00
C -0.75567 -0.21615 5.05945 -0.01
O -1.37480 -1.21107 5.85592 0.00
C -2.16178 -2.11865 5.09775 0.00
N 1.17962 -0.02787 6.55391 0.00
H 0.73738 -0.59275 7.26485 0.00
H 1.56002 -0.71608 5.92005 0.00
H 1.95463 0.37800 7.05863 0.00
H 1.22806 2.63795 5.52358 0.00
H -0.07802 2.30687 4.36493 0.00
H 1.46896 1.45267 4.31721 0.00
H -0.48529 1.34324 6.60227 0.00
H -0.11555 -0.60303 4.26656 0.00
H -1.46718 0.32212 4.43324 0.02
H -3.09004 -1.67876 4.73316 0.01
H -2.42398 -2.94593 5.75727 0.00
H -1.66159 -2.54515 4.22826 0.00
C 4.04380 -4.18437 1.85999 0.00
C 5.29310 -4.95811 2.05891 0.00
C 6.60364 -4.25650 2.00356 0.00
O 7.75959 -5.05875 2.34206 0.00
C 9.04507 -4.40140 2.40162 0.00
N 5.29310 -5.66759 3.49329 0.00
H 4.63157 -6.42738 3.56546 0.00
H 6.17162 -6.12606 3.68853 0.00
H 5.03270 -5.05864 4.25583 0.00
H 3.17916 -4.65209 2.33090 0.00
H 3.83731 -3.98718 0.80805 0.00
H 4.09475 -3.27061 2.45205 0.00
H 5.39539 -5.83438 1.41876 0.00
H 6.61743 -3.49040 2.77880 0.00
H 6.87070 -3.95167 0.99171 0.00
H 9.30584 -3.81247 1.52226 0.00
H 9.95533 -4.97380 2.58019 0.00
H 9.03473 -3.77791 3.29563 0.00
C -3.64918 -0.28999 -5.20818 0.00
C -2.92275 0.97068 -4.86223 0.00
O -1.73251 0.95155 -4.49647 0.00
N -3.81008 2.28283 -4.82085 0.00
H -3.69840 2.79720 -5.68286 0.00
H -4.79719 2.16462 -4.99901 0.00
C -3.69727 3.03856 -3.50591 0.00
H -4.11963 -0.75084 -4.33962 0.00
H -2.91397 -1.04362 -5.49036 0.00
H -4.36163 -0.24331 -6.03180 0.00
H -3.62111 2.30415 -2.70408 0.00
H -4.49159 3.77713 -3.39789 0.00
H -2.80309 3.65792 -3.43576 0.00
C -3.06792 -3.69394 -2.29146 0.00
C -3.83451 -4.20987 -1.13213 0.00
O -4.89248 -4.81208 -1.20951 0.00
N -3.33190 -3.85248 0.27232 0.02
H -2.60336 -3.16061 0.16913 -0.01
H -4.12322 -3.42996 0.73642 0.02
C -2.74880 -5.12771 0.89294 0.00
H -2.86306 -2.62336 -2.29190 0.00
H -3.52028 -3.88543 -3.26450 0.00
H -2.15894 -4.27900 -2.43133 0.00
H -2.27000 -4.77510 1.80645 0.00
H -1.99252 -5.60974 0.27344 0.00
H -3.59615 -5.76391 1.14859 0.00
P 0.47237 -4.36214 -5.70213 0.00
F 1.70050 -3.56511 -6.39143 0.00
F -0.18357 -4.70119 -7.13736 0.00
F 1.47773 -5.67637 -5.72020 0.00
F -0.65206 -5.29922 -5.04363 0.00
F 1.16869 -4.06413 -4.21353 0.00
F -0.51493 -3.06303 -5.69846 0.00
P -6.62464 -0.27172 -1.66013 -0.02
F -7.56840 -0.40548 -0.30827 0.00
F -7.63520 0.97579 -2.12507 0.00
F -5.70457 0.74560 -0.80680 0.00
F -5.75185 -0.09250 -2.98676 0.00
F -5.74107 -1.47456 -1.08932 0.02
F -7.55277 -1.30761 -2.48947 0.00
P -6.16977 -3.15955 2.62110 -0.02
F -4.88282 -2.32162 3.07728 0.00
F -5.68511 -2.84398 1.13121 -0.01
F -5.16784 -4.43111 2.62268 0.00
F -7.40734 -4.14590 2.13785 0.00
F -6.49931 -3.56631 4.19247 0.00
F -7.08671 -1.81599 2.69181 0.00

No. 6
19
Properties=species:S:1:pos:R:3:nbo_charge:R:1 method="wB97M-V/def2-TZVPD" relative_energy_ev=1.824 homo_energy_ev=-8.6 smiles="O=C=C(O)[C@@H](O)[C@H](CO)OP=O" orbital_gap_ev=8.51
O 0.66867 -3.35313 -1.12451 -0.42
C 0.25666 -2.51545 -0.47470 0.63
C -0.27371 -1.64585 0.34233 -0.06
O -1.49912 -1.92565 0.99526 -0.69
C 0.38683 -0.34511 0.60842 0.04
O 1.82186 -0.56341 0.65913 -0.70
C 0.03930 0.60280 -0.49351 0.05
C 0.69618 1.97235 -0.07775 -0.07
O 2.00763 1.99670 -0.35687 -0.72
O -1.34907 0.66050 -0.76289 -0.83
P -2.64813 0.91820 0.18423 1.54
O -3.83287 0.49454 -0.55520 -1.01
H -1.99658 -2.73914 0.59423 0.50
H 0.16618 0.07964 1.66379 0.21
H 2.05834 -0.37579 -0.26613 0.47
H 0.37683 0.26085 -1.43949 0.20
H 0.36063 2.23580 0.93215 0.17
H 0.12869 2.62784 -0.84174 0.18
H 2.63169 1.61431 0.41324 0.50

| no. | electronic energy (eV) |
| --- | --- |
| 1 | -171259.4097 |
| 2 | -8291.9128 |
| 3 | -34780.2231 |
| 4 | -98036.7891 |
| 5 | -205403.1755 |
| 6 | -26869.6685 |